(1)
The following is a DFT calculation (ωB97M-V/def2-TZVPD) of a single C4H7NO3S molecule at a distorted geometry.

```
16
Properties=species:S:1:pos:R:3:lowdin_charge:R:1
C -0.846 -0.485 -0.178 -0.54
C -1.982 0.567 -0.077 -0.56
C 1.291 1.289 0.179 -0.03
C 0.805 -0.208 -0.076 -0.66
N 1.624 -1.086 -0.658 0.02
O -2.854 0.602 -0.879 0.15
O -1.124 -1.477 -1.057 0.01
O -1.887 1.229 1.035 0.05
S -0.054 -0.949 1.488 0.85
H 1.949 1.557 -0.732 0.11
H 1.862 1.174 1.142 0.08
H 0.428 1.830 0.434 0.03
H -2.087 -1.611 -1.025 0.12
H 1.307 -2.082 -0.778 0.12
H 2.693 -1.186 -0.498 0.16
H -1.126 0.836 1.679 0.08
```

The calculation puts the electronic energy at -835.2291 Eh. Its energy above the lowest of the compared OMol25 structures with the same formula, charge and spin is 21.0 kcal per mole. As for the SMILES: C[C@@]1(N)S[C@@]1(O)C(=O)O. The value obtained for the HOMO-LUMO gap is 9.29 eV. The spin multiplicity is 1.

(2)
The following is a DFT calculation (ωB97M-V/def2-TZVPD) of a molecular structure, C25H25N2O at a distorted geometry.

```
53
Properties=species:S:1:pos:R:3:lowdin_charge:R:1
C -5.603 -0.301 0.601 -0.15
C -5.571 -1.834 0.430 -0.15
C -4.108 -2.216 0.199 -0.13
N -3.289 -1.028 0.431 -0.08
N -1.935 -1.151 0.322 0.22
C -0.960 -0.135 0.153 -0.13
C -4.150 0.194 0.502 -0.10
H -6.229 0.152 -0.175 0.12
H -6.041 -0.049 1.572 0.12
H -5.959 -2.316 1.336 0.12
H -6.208 -2.144 -0.408 0.12
H -3.814 -3.058 0.846 0.14
H -3.982 -2.544 -0.849 0.14
H -0.590 -0.413 -0.966 0.22
H -1.317 0.846 0.532 0.16
H -4.044 0.798 -0.423 0.14
H -3.910 0.851 1.361 0.13
C 3.153 5.803 0.574 -0.05
O 2.134 5.250 -0.289 -0.08
C 1.832 3.926 -0.191 -0.25
C 0.801 3.457 -1.045 0.02
C 0.395 2.137 -0.971 -0.06
C 0.968 1.251 -0.038 -0.16
C 0.413 -0.200 0.020 -0.28
C 1.099 -1.178 1.020 -0.10
C 1.726 -2.269 0.396 -0.12
C 2.380 -3.237 1.156 0.01
C 2.503 -3.026 2.539 -0.05
C 1.992 -1.863 3.129 -0.06
C 1.312 -0.914 2.362 -0.04
C 1.717 -2.116 -1.055 -0.12
C 1.093 -0.918 -1.415 -0.04
C 1.182 -0.468 -2.741 -0.02
C 1.693 -1.342 -3.727 -0.06
C 2.186 -2.605 -3.369 -0.06
C 2.241 -2.994 -2.027 0.01
C 2.029 1.693 0.734 -0.01
C 2.437 3.019 0.702 0.01
H 3.229 6.846 0.264 0.10
H 2.856 5.747 1.631 0.10
H 4.116 5.294 0.427 0.10
H 0.354 4.153 -1.759 0.13
H -0.405 1.805 -1.651 0.12
H 2.795 -4.116 0.671 0.12
H 3.003 -3.750 3.161 0.11
H 2.134 -1.647 4.187 0.11
H 0.957 0.039 2.759 0.13
H 0.820 0.524 -3.006 0.10
H 1.665 -1.040 -4.777 0.11
H 2.511 -3.293 -4.142 0.11
H 2.593 -3.980 -1.724 0.12
H 2.559 1.002 1.374 0.11
H 3.235 3.360 1.360 0.11
```

The calculation puts the electronic energy at -1151.9748 Eh. Its energy above the lowest of the compared OMol25 structures with the same formula, charge and spin is 127.6 kcal per mole. The charge is +1. The value obtained for the HOMO-LUMO gap is 6.53 eV. The spin multiplicity is 1.

(3)
The following is a DFT calculation (ωB97M-V/def2-TZVPD) of a gas-phase ion, C2H4N (charge +1) at a distorted geometry.

```
7
Properties=species:S:1:pos:R:3:lowdin_charge:R:1
C 0.642 0.423 -1.035 0.08
C -0.680 -0.364 1.211 0.36
N -0.133 -0.078 -0.265 0.09
H 0.932 -0.254 -1.783 0.12
H 0.633 1.464 -1.259 0.13
H -1.634 -0.767 1.183 0.05
H 0.240 -0.424 1.949 0.16
```

The calculation puts the electronic energy at -132.9159 Eh. Its energy above the lowest of the compared OMol25 structures with the same formula, charge and spin is 62.3 kcal per mole. The charge is +1. As for the SMILES: C=[N+]=C. The value obtained for the HOMO-LUMO gap (spin up / spin down) is 9.48 / 9.61 eV. The spin multiplicity is 1.

(4)
The following is a DFT calculation (ωB97M-V/def2-TZVPD) of a single C3H6N4O molecule at a distorted geometry.

```
14
Properties=species:S:1:pos:R:3:lowdin_charge:R:1
C 0.961 -0.618 -0.376 -0.39
C 0.050 -0.189 -1.293 0.01
C -0.840 0.614 -0.403 -0.29
H 1.280 -2.209 -1.449 0.12
H 1.981 -2.386 0.188 0.16
H -0.176 -0.561 -2.392 0.15
H -2.692 0.846 -1.083 0.10
H -0.093 2.219 2.006 0.13
H -1.271 1.173 1.895 0.04
N 1.951 -1.680 -0.732 0.05
N -2.100 0.828 -0.148 0.07
N 0.149 0.884 0.831 -0.25
N -0.283 1.159 2.085 0.07
O 1.085 -0.082 0.871 0.04
```

The calculation puts the electronic energy at -411.9916 Eh. Its energy above the lowest of the compared OMol25 structures with the same formula, charge and spin is 136.4 kcal per mole. As for the SMILES: [H]/N=c1\cc(N)on1N. The value obtained for the HOMO-LUMO gap is 9.19 eV. The spin multiplicity is 1.

(5)
The following is a DFT calculation (ωB97M-V/def2-TZVPD) of a molecular structure, C35H25Co2N2O5P at a distorted geometry.

```
70
Properties=species:S:1:pos:R:3:lowdin_charge:R:1
O 3.106 3.217 -1.007 0.13
C 2.304 2.424 -0.760 -0.10
Co 1.067 1.205 -0.499 0.05
C 1.798 0.211 0.773 -0.11
O 2.255 -0.408 1.634 0.13
C 0.105 2.385 0.415 -0.15
O -0.419 3.183 1.090 0.08
C 0.452 0.843 -2.149 -0.30
C 1.559 -0.029 -1.767 -0.41
C 2.824 -0.233 -2.303 -0.13
C 3.931 -0.837 -1.635 -0.26
C 5.245 -0.459 -2.024 -0.08
C 6.330 -0.755 -1.204 -0.13
C 6.124 -1.498 -0.027 -0.13
C 4.858 -2.024 0.267 -0.10
C 3.788 -1.772 -0.585 -0.07
Co -0.132 -0.690 -1.437 -0.06
C 0.152 -2.043 -0.392 -0.21
O 0.367 -2.971 0.271 0.09
C -0.859 -1.361 -2.899 -0.17
O -1.297 -1.864 -3.852 0.08
P -2.038 -0.035 -0.660 1.06
C -2.243 0.117 1.140 -0.33
C -3.493 0.432 1.689 -0.11
C -3.604 0.582 3.073 -0.09
C -2.492 0.374 3.897 -0.09
C -1.270 -0.023 3.352 -0.05
C -1.157 -0.153 1.970 -0.09
C -2.643 1.534 -1.360 -0.33
C -3.071 2.611 -0.576 -0.08
C -3.331 3.842 -1.186 -0.08
C -3.265 3.963 -2.577 -0.10
C -2.880 2.877 -3.365 -0.08
C -2.576 1.657 -2.757 -0.11
C -3.420 -1.180 -1.043 -0.32
C -4.545 -0.778 -1.773 -0.08
C -5.540 -1.707 -2.088 -0.10
C -5.436 -3.023 -1.635 -0.11
C -4.319 -3.429 -0.896 -0.09
C -3.315 -2.506 -0.589 -0.07
H 0.227 1.246 -3.108 0.06
H 2.959 0.238 -3.265 0.09
H 5.351 0.081 -2.960 0.09
H 7.334 -0.436 -1.498 0.08
H 6.965 -1.691 0.646 0.08
H 4.713 -2.649 1.154 0.10
H 2.849 -2.323 -0.514 0.09
H -4.354 0.577 1.033 0.11
H -4.562 0.870 3.500 0.09
H -2.571 0.514 4.975 0.10
H -0.397 -0.233 3.973 0.12
H -0.202 -0.452 1.527 0.05
H -3.240 2.486 0.491 0.09
H -3.573 4.703 -0.561 0.10
H -3.503 4.917 -3.050 0.09
H -2.808 2.959 -4.450 0.10
H -2.290 0.796 -3.369 0.10
H -4.650 0.255 -2.097 0.09
H -6.388 -1.389 -2.693 0.09
H -6.221 -3.743 -1.867 0.09
H -4.215 -4.463 -0.560 0.10
H -2.447 -2.814 0.003 0.10
N 4.329 -0.886 5.440 -0.09
C 5.147 0.214 5.439 -0.29
C 5.285 0.637 4.078 -0.28
N 4.579 -0.187 3.264 -0.05
C 3.978 -1.113 4.107 -0.33
H 5.601 0.656 6.320 0.03
H 5.852 1.473 3.734 0.03
H 3.327 -1.919 3.779 0.05
```

The calculation puts the electronic energy at -4941.2304 Eh. The charge is -2. The value obtained for the HOMO-LUMO gap is 4.16 eV. The spin multiplicity is 1.

(6)
The following is a DFT calculation (ωB97M-V/def2-TZVPD) of a single C4H7N3 molecule at a distorted geometry.

```
14
Properties=species:S:1:pos:R:3:lowdin_charge:R:1
C 1.216 -0.606 0.679 -0.10
C -0.246 -0.679 1.155 -0.22
N -1.159 -0.460 0.036 0.03
C -0.847 0.475 -0.903 -0.45
N -1.663 0.984 -1.741 0.14
C 0.528 0.980 -1.005 -0.21
N 1.453 1.610 -1.307 0.17
H 1.574 0.314 0.159 0.03
H 1.435 -1.455 0.020 0.10
H 1.880 -0.569 1.530 0.08
H -0.432 0.046 1.961 0.11
H -0.450 -1.679 1.565 0.12
H -2.156 -0.583 0.184 0.15
H -1.132 1.620 -2.334 0.06
```

The calculation puts the electronic energy at -320.8233 Eh. Its energy above the lowest of the compared OMol25 structures with the same formula, charge and spin is 37.7 kcal per mole. As for the SMILES: [H]/N=C(\C#N)NCC. The value obtained for the HOMO-LUMO gap is 10.39 eV. The spin multiplicity is 1.